8
Properties=species:S:1:pos:R:3:forces:R:3 method="wB97M-V/def2-TZVPD" de_lowest_ev=1.491 homo_ev="-6.657 / -9.893" homo_lumo_gap_ev="6.30 / 5.75" s2=2.055 total_charge=0 spin_multiplicity=3 lumo_ev="-0.357 / -4.147"
C 1.6898 0.3027 -0.1146 -4.27 -1.82 0.50
C 0.3224 -0.0752 -0.0581 7.34 2.05 0.08
C -2.3135 -0.4061 0.0212 3.00 -1.56 -0.34
C 2.9022 0.5415 0.0226 -0.94 0.40 -0.23
C -0.9259 -0.1634 -0.1598 -3.05 -0.66 -0.11
O -3.1820 0.4225 -0.0255 -1.67 0.47 0.16
H -2.3616 -1.5725 0.1297 -0.63 1.34 -0.04
H 3.8687 0.9504 0.1846 0.23 -0.23 -0.02


9
Properties=species:S:1:pos:R:3:forces:R:3 method="wB97M-V/def2-TZVPD" de_lowest_ev=2.623 homo_ev="-8.758 / -8.757" homo_lumo_gap_ev="7.13 / 7.15" total_charge=0 lumo_ev="-1.632 / -1.612"
C 0.8703 -0.7164 0.0299 0.25 1.03 -0.01
C 1.1604 0.6497 -0.0071 0.93 -1.62 0.02
C -0.4237 -1.0972 0.0459 -0.25 1.94 0.01
C -1.1016 1.0864 0.0198 -0.01 -0.95 0.05
C -1.6174 -0.3925 -0.0030 -1.27 -1.75 -0.07
O -2.7846 -0.6468 -0.0550 -0.17 0.34 0.04
O 0.0960 1.4348 0.0006 0.37 0.87 -0.08
H 1.6742 -1.4330 0.0429 0.19 -0.04 -0.04
H 2.1264 1.1150 -0.0740 -0.04 0.18 0.06